No. 1
{"formula": "ClO4", "method": "ωB97M-V/def2-TZVPD", "spin_multiplicity": 1, "max_force_ev_per_a": 10.6, "total_charge": -1, "e_tot_ha": -760.85850, "elements": ["Cl", "O", "O", "O", "O"], "positions_angstrom": [[-0.07349, -0.08086, -0.10350], [0.23338, 1.22649, -0.63081], [0.95493, -1.03630, -0.12627], [0.33161, 0.23268, 1.18194], [-1.44643, -0.34201, -0.32137]], "atomic_forces_ev_per_a": [[3.016, 5.138, 3.359], [-0.237, 0.498, -5.006], [1.518, -6.295, -7.291], [-3.363, 2.618, 9.717], [-0.935, -1.959, -0.779]]}

No. 2
{"formula": "ClO4Tl2", "method": "ωB97M-V/def2-TZVPD", "spin_multiplicity": 1, "max_force_ev_per_a": 14.1, "total_charge": 5, "e_tot_ha": -1102.26802, "elements": ["Tl", "Tl", "Cl", "O", "O", "O", "O"], "positions_angstrom": [[1.34034, -0.30568, 2.57691], [-0.41167, 2.02327, -2.22782], [-0.19993, -0.35107, -0.06532], [-0.76417, 0.60723, -0.93968], [0.56251, 0.53964, 0.86166], [-1.08696, -1.22398, 0.63947], [0.55988, -1.28942, -0.84522]], "atomic_forces_ev_per_a": [[0.901, -0.349, 1.951], [0.178, 3.116, -3.691], [0.428, -14.005, -1.304], [-3.880, 2.777, -0.644], [2.235, 2.474, 2.662], [-0.593, 3.099, 0.293], [0.731, 2.889, 0.733]]}

No. 3
{"formula": "ClO5PS", "method": "ωB97M-V/def2-TZVPD", "spin_multiplicity": 1, "max_force_ev_per_a": 4.2, "total_charge": -2, "e_tot_ha": -1576.11569, "elements": ["O", "O", "O", "O", "O", "P", "S", "Cl"], "positions_angstrom": [[-1.99073, 1.68999, -0.17323], [-0.32988, 0.01100, -1.14124], [-2.32743, -0.80743, 0.21921], [-0.22311, 0.28650, 1.07772], [0.74475, -1.82646, 0.22292], [-1.44715, 0.34811, 0.03937], [0.81492, -0.45708, -0.01907], [4.75865, 0.75537, -0.22568]], "atomic_forces_ev_per_a": [[-0.174, 1.152, 0.093], [0.997, -0.768, 0.061], [-0.791, -0.910, 0.274], [1.493, -0.203, 0.855], [-0.076, -3.730, 0.418], [-1.889, 0.329, -1.029], [0.252, 4.116, -0.663], [0.188, 0.014, -0.008]]}